ORCA calculation (wB97M-V/def2-TZVPD) on a structure of composition C26H77AgB2F3N6O11SV at a distorted geometry.

Calculated values
<S²>: 0.777
HOMO (spin up / spin down) in eV: -6.035 / -6.035
Multiplicity: 2
Net charge: -1

```
128
Properties=species:S:1:pos:R:3:forces:R:3:mulliken_charge:R:1
O 0.389 -1.103 -1.577 -1.28 0.40 1.14 -0.12
V -0.970 -1.046 -0.769 1.13 -2.06 -1.09 -0.36
Ag -2.285 -4.330 1.638 0.11 1.26 -1.54 0.49
B -0.475 0.934 0.428 0.73 0.08 0.26 4.33
H -1.061 0.149 0.880 -2.48 -3.19 1.89 -1.04
H -0.628 0.948 -0.640 -0.26 0.50 -3.69 -0.60
H -0.749 1.871 0.888 -1.38 2.66 0.89 -1.51
H 0.538 0.697 0.712 3.84 -0.70 0.78 -0.58
B -4.865 -3.134 -0.299 -0.01 -0.38 0.63 1.25
H -4.798 -2.429 0.515 0.21 2.79 3.67 -0.74
H -3.925 -3.589 -0.569 3.88 -1.46 -0.55 -0.79
H -5.536 -3.940 -0.045 -2.85 -3.00 1.10 -0.19
H -5.225 -2.602 -1.166 -1.31 2.07 -3.53 -0.35
C -1.946 -3.734 -4.442 -0.13 -0.07 0.82 0.57
F -1.751 -4.940 -5.126 -0.46 2.31 1.23 -0.23
F -1.071 -2.816 -4.850 0.22 -0.55 -0.53 -0.17
F -3.172 -3.224 -4.701 0.69 -0.99 -0.09 -0.21
S -1.707 -3.871 -2.535 -0.52 -1.93 1.45 0.96
O -0.407 -4.442 -2.303 0.31 -0.11 -0.94 -0.91
O -1.754 -2.501 -2.040 -0.64 1.46 -0.28 -0.77
O -2.785 -4.673 -2.015 0.38 -0.04 -1.37 -0.74
C 0.308 -2.469 1.918 -1.35 0.71 -1.04 -0.19
O -0.594 -2.720 0.817 -0.69 0.37 0.03 0.04
H 0.306 -1.384 2.031 0.81 0.16 0.23 -0.40
H -0.087 -2.831 2.867 -0.03 -0.40 0.17 0.35
H 1.298 -2.891 1.745 0.14 0.11 -0.06 0.02
C -2.597 0.027 3.882 0.16 -0.53 1.46 -1.38
C -3.729 0.190 2.907 -2.00 1.64 2.09 1.87
C -5.153 0.556 3.575 -0.06 -1.44 0.07 -1.07
O -5.859 -0.576 4.186 0.90 -0.07 0.38 -0.34
C -7.177 -0.293 4.689 0.94 0.47 -1.61 -0.75
N -3.348 1.356 2.137 -0.19 -0.55 -2.25 -0.43
H -2.271 0.960 4.344 -0.56 0.47 -0.08 0.30
H -1.678 -0.263 3.372 -0.08 -0.70 -0.04 0.05
H -2.866 -0.600 4.732 0.32 -0.60 -0.11 0.54
H -3.829 -0.683 2.261 -0.19 0.04 -0.05 -0.38
H -5.840 0.969 2.836 0.26 0.07 -0.46 0.46
H -4.986 1.339 4.315 0.14 0.10 0.30 0.36
H -7.136 0.467 5.470 -0.20 0.05 0.08 0.28
H -7.730 -1.178 5.003 0.73 -0.26 0.27 0.26
H -7.722 0.040 3.805 -0.50 0.61 0.17 0.32
H -2.470 0.985 1.801 0.51 0.88 -0.68 -0.69
H -3.057 2.200 2.610 -0.24 -0.16 0.85 0.63
C -0.003 4.491 4.739 0.98 0.66 -0.35 -1.52
C 0.325 3.550 3.546 -0.69 -1.37 2.28 0.75
C 0.822 2.156 4.180 -0.72 1.06 -0.26 -0.62
O 1.972 2.349 5.004 -1.20 1.84 -0.96 -0.41
C 2.196 1.375 5.963 0.47 -1.08 -1.34 -0.80
N -0.942 3.343 2.769 1.66 0.41 0.70 -0.39
H 0.891 5.040 5.034 0.36 -0.32 0.20 0.39
H -0.372 3.997 5.637 -0.17 -0.22 -0.26 0.29
H -0.655 5.328 4.491 -0.50 -0.33 -0.35 0.43
H 1.150 3.956 2.961 0.01 0.06 -0.19 0.06
H 0.948 1.402 3.403 0.66 -0.02 -0.37 0.27
H 0.016 1.727 4.776 -0.36 0.32 0.32 0.40
H 2.198 0.466 5.361 0.64 -0.84 0.46 0.34
H 1.433 1.175 6.715 -0.20 0.80 0.33 0.28
H 3.188 1.634 6.332 -0.20 -0.51 0.53 0.28
H -1.034 4.238 2.310 -0.60 0.35 -0.14 0.43
H -0.689 2.737 2.001 -0.17 -0.29 -0.02 0.29
C 2.679 5.107 -0.900 -0.74 -0.33 0.60 -1.62
C 1.976 3.698 -0.992 0.41 1.99 -0.83 1.09
C 2.713 2.603 -0.226 -0.59 0.45 1.15 -0.26
O 4.122 2.538 -0.397 -0.29 -0.37 0.52 -0.39
C 4.811 1.724 0.598 -0.40 0.13 -1.44 -0.82
N 0.565 3.812 -0.629 -0.11 -0.21 0.03 -0.56
H 2.129 5.900 -1.408 0.05 -0.48 -1.16 0.45
H 3.730 5.044 -1.185 -0.16 0.14 -0.12 0.31
H 2.601 5.605 0.066 0.40 -0.81 0.87 0.44
H 1.924 3.530 -2.067 0.17 -0.54 0.09 -0.72
H 2.197 1.647 -0.305 0.25 -0.35 -0.69 0.43
H 2.430 2.880 0.790 0.51 0.09 0.76 0.57
H 5.564 1.195 0.015 0.35 0.17 0.25 0.28
H 4.198 0.931 1.026 -0.42 0.25 0.08 0.31
H 5.257 2.341 1.378 -0.08 0.04 -0.01 0.28
H 0.330 4.414 0.148 0.54 0.18 0.17 0.29
H 0.174 2.909 -0.399 -0.07 -0.15 -0.17 -0.76
C -5.317 0.543 -1.141 -0.41 0.86 -0.01 -1.55
C -3.933 0.071 -1.521 0.91 0.86 -0.29 0.77
C -3.003 1.181 -2.135 -0.33 -2.50 0.25 -0.97
O -1.752 0.443 -2.461 -2.10 0.59 0.28 0.39
C -1.037 1.181 -3.425 0.60 0.13 0.36 -1.07
N -3.204 -0.480 -0.356 -0.14 -0.03 -0.85 1.51
H -6.109 -0.206 -1.122 0.52 -0.50 0.09 0.29
H -5.659 1.255 -1.892 -0.04 0.38 0.05 0.47
H -5.288 1.016 -0.159 -0.10 0.28 -0.01 0.24
H -4.091 -0.733 -2.240 0.62 -0.05 -0.12 0.09
H -2.801 2.005 -1.451 0.17 -0.04 0.18 0.13
H -3.479 1.564 -3.037 0.31 0.00 -0.23 0.63
H -0.715 2.111 -2.957 0.22 0.31 -0.10 0.36
H -1.701 1.423 -4.255 0.18 -0.15 -0.25 0.41
H -0.158 0.609 -3.720 -0.14 -0.07 -0.12 0.18
H -3.904 -1.148 -0.064 0.26 -1.54 0.47 -0.77
H -3.261 0.199 0.389 0.05 0.66 -0.08 -0.34
C 2.511 1.929 -6.011 0.01 -0.84 -0.18 -1.61
C 2.663 1.970 -4.476 0.48 0.87 -0.84 1.39
C 3.374 0.759 -3.765 -2.38 0.38 -0.96 0.21
O 2.628 -0.422 -4.066 0.56 0.21 0.49 -0.32
C 2.915 -1.600 -3.291 -0.60 0.22 -0.88 -0.85
N 3.355 3.189 -4.113 0.91 0.81 0.12 -0.68
H 1.570 1.414 -6.205 0.32 -0.59 -0.42 0.25
H 3.370 1.468 -6.500 -0.10 -0.68 0.08 0.33
H 2.434 2.845 -6.597 -0.11 0.69 0.97 0.48
H 1.649 2.159 -4.123 -0.08 -0.75 0.47 -0.69
H 3.269 1.114 -2.740 0.37 -0.75 0.59 -0.15
H 4.419 0.655 -4.056 0.21 0.15 -0.09 0.39
H 3.805 -2.130 -3.631 0.56 0.39 0.14 0.43
H 2.122 -2.300 -3.553 -0.19 0.14 0.44 0.27
H 2.916 -1.383 -2.223 0.07 -0.10 0.01 0.21
H 4.347 3.023 -4.028 0.27 0.06 -0.14 0.32
H 3.080 3.572 -3.219 0.00 -0.21 -0.10 0.06
C 2.358 -5.533 0.213 0.26 0.42 0.53 -1.60
C 2.924 -4.542 -0.799 0.69 -1.79 -1.56 1.38
C 4.505 -4.567 -0.934 -1.05 1.02 0.63 -0.79
O 5.066 -4.070 0.276 0.85 1.37 -0.27 -0.33
C 6.303 -3.424 0.005 1.47 -0.69 1.70 -0.92
N 2.340 -4.892 -2.121 1.09 0.85 0.03 -0.55
H 2.591 -6.573 -0.018 -0.22 -0.02 -0.39 0.44
H 1.297 -5.295 0.146 -0.22 -0.65 0.33 0.26
H 2.700 -5.399 1.239 0.05 0.35 0.14 0.31
H 2.491 -3.579 -0.527 0.71 0.37 -0.14 -0.33
H 4.909 -3.912 -1.706 -0.77 -0.01 -0.56 0.36
H 4.968 -5.540 -1.095 -0.57 -0.54 -0.23 0.30
H 6.780 -3.234 0.967 -0.11 -0.32 0.38 0.31
H 6.490 -2.452 -0.450 -1.71 0.39 -0.72 0.33
H 7.019 -4.059 -0.516 -0.15 -0.57 -0.21 0.37
H 1.366 -4.630 -2.187 -0.03 -0.03 0.06 0.51
H 2.436 -5.866 -2.370 0.03 -0.09 0.29 0.26
```
Forces are in eV/Å.

ORCA calculation (wB97M-V/def2-TZVPD) on a cluster of 13 separate species, C26H78O13 in total at a distorted geometry.

Calculated values
Energy relative to the best compared isomer or geometry (same formula, charge and spin) in kJ/mol: 831.1
HOMO in eV: -8.610

```
117
Properties=species:S:1:pos:R:3:forces:R:3:mulliken_charge:R:1
C 1.148 0.822 5.837 -1.28 0.08 -0.83 -1.15
C 1.630 1.776 4.734 0.55 -0.38 1.69 -0.18
O 1.322 1.280 3.457 -0.21 0.17 0.23 0.17
H 0.055 0.877 5.875 -0.05 0.00 0.12 0.16
H 1.505 1.038 6.841 0.36 -0.06 -0.15 0.42
H 1.342 -0.196 5.497 0.40 -0.13 0.48 0.16
H 2.711 1.830 4.907 0.08 0.44 -0.50 0.27
H 1.176 2.752 4.916 0.13 0.11 -0.40 0.35
H 1.239 0.318 3.572 -0.11 -0.22 -0.73 -0.17
C 1.749 -3.309 -0.110 -0.68 0.05 1.56 -1.09
C 1.212 -2.990 -1.463 1.65 0.07 -0.23 2.83
O 1.233 -4.180 -2.255 -0.75 0.18 -0.35 -0.68
H 2.812 -3.551 -0.113 -0.07 -0.32 -0.14 0.55
H 1.125 -4.101 0.313 0.46 -0.41 -0.05 0.42
H 1.629 -2.512 0.630 0.03 0.37 -0.33 -0.40
H 1.886 -2.239 -1.888 -0.35 0.18 -0.37 -0.25
H 0.205 -2.581 -1.433 0.09 -0.55 -0.12 -1.68
H 2.113 -4.516 -2.433 0.15 0.26 0.18 0.37
C 3.223 4.451 2.837 0.02 -0.32 0.02 -1.13
C 2.479 4.314 1.503 0.98 0.12 1.31 -0.09
O 1.959 3.022 1.303 -0.25 -0.19 -0.98 -0.37
H 2.522 4.674 3.643 0.13 0.15 0.08 0.29
H 3.987 5.223 2.750 -0.18 0.20 0.20 0.41
H 3.744 3.532 3.113 -0.02 -0.09 -0.18 0.20
H 3.221 4.505 0.728 -0.31 -0.18 -0.37 0.21
H 1.763 5.140 1.514 -0.48 -0.32 -0.53 0.21
H 1.529 2.570 2.045 0.27 0.43 0.46 0.24
C -2.335 1.014 3.841 -0.25 -0.27 -1.04 -0.54
C -3.749 0.802 3.278 0.71 1.35 1.90 -0.39
O -3.872 -0.469 2.685 -0.26 0.06 0.02 -0.44
H -2.119 0.426 4.732 -0.10 -0.25 -0.13 0.29
H -2.173 2.060 4.098 -0.06 0.04 -0.12 0.49
H -1.665 0.745 3.022 0.50 0.09 0.28 -0.30
H -3.984 1.637 2.614 -0.05 -0.29 -0.39 0.33
H -4.379 0.923 4.166 -0.56 -0.31 -0.30 0.33
H -4.816 -0.645 2.623 0.05 -0.26 -0.17 0.25
C 1.113 0.666 -4.409 -0.51 0.85 -0.64 -0.28
C 0.247 1.211 -5.551 1.12 0.02 -0.55 -0.53
O -0.169 0.213 -6.497 -0.49 0.04 0.65 -0.54
H 1.260 1.461 -3.677 -0.02 -0.09 0.14 0.13
H 2.087 0.493 -4.868 0.09 -0.70 0.43 0.41
H 0.633 -0.181 -3.923 0.32 -0.19 -0.03 -0.11
H 0.903 1.865 -6.135 -0.13 0.49 0.24 0.30
H -0.584 1.816 -5.196 -0.37 -0.43 -0.16 0.34
H 0.518 -0.460 -6.521 0.00 0.00 0.00 0.30
C -4.779 -1.091 -0.708 0.24 -0.85 -0.37 -0.18
C -6.150 -1.456 -1.250 -1.15 0.65 0.79 -0.68
O -6.377 -0.894 -2.539 0.55 -0.19 -0.15 -0.54
H -3.998 -1.442 -1.386 -0.04 -0.02 -0.03 0.05
H -4.632 -1.627 0.231 0.04 0.08 0.07 0.07
H -4.583 -0.035 -0.534 -0.44 0.08 -0.02 0.21
H -6.926 -1.040 -0.591 0.16 0.20 0.23 0.36
H -6.410 -2.518 -1.222 0.76 -0.22 -0.28 0.45
H -7.178 -1.275 -2.907 -0.04 0.09 -0.04 0.29
C -4.547 3.774 -2.539 0.24 -0.52 0.06 -1.30
C -4.465 2.312 -2.111 -0.43 -0.28 -0.35 0.33
O -5.811 1.868 -2.087 -0.48 0.21 0.44 -0.59
H -5.201 3.851 -3.407 0.13 -0.07 -0.11 0.33
H -3.556 4.151 -2.794 -0.06 0.21 0.11 0.37
H -5.013 4.361 -1.749 0.19 0.08 0.06 0.31
H -3.970 2.189 -1.140 -0.11 0.20 0.19 0.08
H -3.888 1.684 -2.798 0.07 0.25 -0.27 0.18
H -5.942 0.911 -2.067 0.40 0.09 -0.30 0.28
C -0.679 -0.414 -0.635 0.05 0.80 0.91 0.73
C 0.315 0.350 0.241 1.63 -1.55 -0.48 0.45
O 1.254 1.024 -0.599 -3.07 1.81 -0.03 -0.47
H -1.111 -1.201 -0.014 -0.16 -0.07 -0.11 -0.21
H -0.141 -0.857 -1.469 -0.20 0.39 0.01 -0.97
H -1.476 0.248 -0.977 0.00 -0.10 -0.23 0.30
H 1.002 -0.382 0.687 -0.71 -0.37 0.67 -0.57
H -0.099 0.922 1.072 -0.24 0.40 -0.35 0.24
H 1.780 1.617 -0.036 -0.83 0.52 0.19 0.24
C -1.674 -2.402 -3.663 -0.62 0.71 0.38 -0.67
C -2.204 -3.283 -2.511 0.61 0.59 -1.24 0.37
O -1.479 -4.505 -2.467 -0.52 0.73 0.81 -0.66
H -0.907 -1.709 -3.309 0.12 -0.17 0.04 -0.22
H -2.503 -1.754 -3.959 0.12 0.04 -0.38 0.35
H -1.260 -2.914 -4.529 -0.32 -0.33 0.07 0.38
H -3.275 -3.445 -2.624 0.08 -0.61 -0.21 0.56
H -2.140 -2.621 -1.638 0.30 -0.57 0.54 -0.48
H -0.551 -4.233 -2.369 -0.14 -0.76 -0.26 0.34
C 3.826 2.632 -2.620 -1.74 1.48 -0.68 -0.08
C 5.076 3.319 -2.088 -0.31 3.65 -0.70 -0.47
O 5.649 4.248 -3.004 -0.32 0.86 -0.19 -0.55
H 3.442 1.921 -1.894 -0.65 1.03 -0.37 -0.25
H 3.890 2.052 -3.542 0.48 0.27 -0.08 0.34
H 3.078 3.414 -2.782 -0.22 0.15 -0.20 0.47
H 5.864 2.666 -1.772 0.17 4.86 0.05 0.17
H 4.734 3.835 -1.188 0.22 0.56 -0.06 0.00
H 6.102 3.714 -3.663 -0.05 0.14 -0.09 0.33
C 3.565 0.046 -0.729 0.51 1.17 -0.49 0.50
C 4.899 0.770 -0.583 -0.10 -1.82 0.77 -0.26
O 5.231 1.338 -1.836 1.92 -9.32 1.96 -0.47
H 3.335 -0.664 0.063 0.19 -0.10 0.01 0.07
H 3.462 -0.371 -1.732 0.17 -0.45 0.13 0.35
H 2.797 0.831 -0.708 1.65 -1.70 -0.22 -0.88
H 5.639 0.064 -0.193 0.39 0.15 -0.30 0.38
H 4.737 1.503 0.215 0.37 0.56 -0.20 0.16
H 6.143 1.635 -1.849 0.51 -2.67 0.17 0.45
C -2.000 -4.221 1.191 -1.02 0.45 -0.13 -0.57
C -2.384 -3.512 2.484 0.67 -0.36 0.08 -0.38
O -1.731 -2.246 2.551 0.10 0.30 0.02 -0.28
H -2.761 -4.047 0.427 0.07 0.04 -0.10 0.21
H -1.990 -5.296 1.366 0.49 -0.02 -0.22 0.47
H -1.083 -3.779 0.806 0.25 -0.50 0.11 -0.26
H -2.006 -4.121 3.309 -0.17 0.10 0.22 0.26
H -3.468 -3.437 2.584 0.01 0.25 0.07 0.32
H -2.346 -1.530 2.771 -0.27 -0.31 -0.15 0.01
C 3.188 -2.178 3.696 -0.66 0.68 1.53 -1.16
C 1.707 -2.568 3.638 0.35 -0.57 -1.27 -0.26
O 0.925 -1.496 3.148 0.31 0.90 0.10 -0.15
H 3.840 -3.039 3.836 -0.08 -0.12 -0.43 0.40
H 3.337 -1.594 4.611 0.14 0.23 -0.10 0.33
H 3.476 -1.535 2.866 -0.01 -0.31 -0.23 0.15
H 1.278 -2.914 4.581 0.38 -0.18 0.12 0.40
H 1.677 -3.361 2.883 -0.39 -0.34 0.29 0.30
H 0.013 -1.771 2.952 -0.09 -0.30 0.04 0.11
```
Forces are in eV/Å.

Molecular weight for the records above, in order: 919.430; 598.897 u